Formula: C45H37O6P2SW
Source: the Open Molecules 2025 dataset
Level of theory: ωB97M-V with the def2-TZVPD basis set

Structure (ORCA input):
```
! RIJCOSX wB97M-V def2-TZVPD def2/J DEFGRID3
* xyz 1 3
C -2.99 -2.21 1.83
H 3.63 3.95 -0.94
C 2.21 -1.64 1.31
H 4.32 -2.81 -3.16
H 2.77 -3.44 -1.33
C 4.49 -0.58 2.75
C 2.94 0.23 -2.55
C 3.91 -0.69 -2.99
H -5.92 0.18 -2.05
C 2.73 -2.40 -1.79
H -1.60 -3.86 1.76
C 1.08 -4.90 1.12
O -6.19 3.64 2.22
C 1.71 -1.59 -1.41
H 5.05 -2.64 2.93
C 0.66 -4.55 -1.24
H -2.75 1.39 -4.64
H -4.51 0.79 -0.02
C 0.07 2.39 -0.38
C -4.89 0.59 -2.16
H 1.83 1.52 -4.53
H -0.64 3.19 4.55
H -3.71 3.51 0.70
H 0.43 -6.30 -2.36
H -3.73 -0.11 2.34
C -1.33 3.11 3.69
C 2.60 3.60 -0.91
C 3.13 1.77 -2.75
H 4.77 -0.32 -3.53
H 5.36 -0.24 3.29
C -3.22 1.25 -3.68
H 1.12 -6.83 1.83
O -6.62 1.14 2.68
P 0.87 -2.11 0.18
C 0.34 3.68 0.10
H -3.71 -2.65 1.15
C -1.77 -0.89 3.36
C -1.75 -1.79 -0.79
W -1.38 -0.93 0.87
H 3.58 1.37 2.34
C -4.12 0.91 -1.05
C -2.44 1.59 -2.57
H -5.29 0.79 -4.20
C 3.48 0.29 2.25
C 0.60 -5.94 -1.40
H 1.70 0.49 1.24
C 2.73 2.05 -4.25
C 2.19 2.52 -1.73
C -2.09 2.30 1.52
C -1.05 -2.10 3.10
C 3.25 -2.49 1.68
H 3.60 1.71 -4.78
C 2.38 -0.25 1.60
H 3.32 -3.53 1.44
H 0.46 -3.97 -2.16
H -1.39 1.85 -2.68
C -2.99 -0.95 2.52
C -2.85 1.46 -1.27
H -1.64 -0.14 4.11
C 0.85 -4.01 0.04
C -4.50 0.90 -3.44
H 4.94 2.14 -1.49
C -3.42 4.00 2.82
C 1.63 4.22 -0.13
P -1.51 1.50 -0.02
H -0.33 1.53 2.52
C 0.84 -6.82 -0.35
C -1.78 -2.88 2.16
H 0.96 -7.92 -0.40
H 1.26 -4.49 2.11
S -6.14 2.24 1.82
H -4.28 4.59 3.03
H 2.64 3.14 -4.27
O -6.60 2.08 0.43
H 5.18 1.32 -3.01
H -2.49 4.84 4.51
C -2.38 4.05 3.72
O -1.99 -2.27 -1.85
H 4.89 3.06 -3.08
C -1.17 2.24 2.60
C 1.73 -0.27 -2.00
H 1.93 5.11 0.47
O -4.42 1.99 1.83
O 0.67 0.59 -1.92
C -3.41 3.02 1.67
C 0.95 1.92 -1.36
C 0.97 -6.26 0.93
H -0.38 4.21 0.74
C 3.75 -2.04 -2.67
H -0.08 -2.42 3.51
C 4.62 2.15 -2.53
C 4.35 -1.92 2.47
*
```

Properties
Relative energy (zero: lowest compared OMol25 entry of this formula, charge and spin) (kcal per mole): 55.7
Molar mass (g mol⁻¹): 951.640
Strongest force on any atom (eV/A): 6.53
HOMO (spin up / spin down) (eV): -10.2 / -10.3